1.
Here is one molecule with the formula C3H4N2OS from OMol25. Energies are from the ωB97M-V functional and the def2-TZVPD basis.

Summary:
Relative energy (zero: lowest compared OMol25 entry of this formula, charge and spin) (kcal/mol): 24.5
Net charge: 0
HOMO (hartree): -0.315
SMILES: Oc1cc(S)[nH]n1
Calculated total energy (Eh): -699.63305

Atoms and positions in Å:
O1 2.4519 -0.5982 0.0209
C1 1.2225 -0.0886 0.0009
C2 0.0226 -0.8234 -0.0205
C3 -0.9628 0.0593 -0.0117
S1 -2.7547 -0.0761 0.0192
N1 -0.3583 1.2747 0.0054
N2 0.9677 1.2090 -0.0160
H1 3.0881 0.1474 0.0965
H2 -0.0505 -1.8712 -0.0464
H3 -2.8260 -1.4147 -0.0381
H4 -0.8005 2.1818 -0.0103

Here are the Löwdin charges for atoms 1 to 6, given in e:
1 O 0.0750
2 C -0.4297
3 C -0.0494
4 C -0.6472
5 S 0.7794
6 N -0.0574

2.
Here is a 8-piece molecular cluster, C29H61N3O14S4 overall from OMol25. Energies are from the ωB97M-V functional and the def2-TZVPD basis.

Summary:
Relative energy (zero: lowest compared OMol25 entry of this formula, charge and spin) (kcal/mol): 113.0
Net charge: 0
HOMO (hartree): -0.323
SMILES: O=S1(=O)CCCC1.O=S1(=O)CCCC1.O=S1(=O)CCCC1.O=S1(=O)CCCC1.CCOC(=O)OC.CNC(C)=O.CNC(C)=O.CNC(C)=O
Calculated total energy (Eh): -3951.77178

Atoms and positions in Å:
O1 3.4795 4.0452 1.5255
S1 3.4668 3.0300 2.5851
O2 4.0353 1.7675 2.2799
C1 4.2028 3.8555 4.0575
C2 3.0429 4.7853 4.4595
C3 1.7534 3.9427 4.4314
C4 1.7314 3.0021 3.2378
H1 5.1601 4.3213 3.8238
H2 4.6010 3.1544 4.7910
H3 2.9903 5.1161 5.4968
H4 3.1250 5.7086 3.8859
H5 0.8956 4.6112 4.5046
H6 1.8596 3.4050 5.3736
H7 1.0558 3.1936 2.4041
H8 1.6926 1.9864 3.6315
O3 -0.3181 1.7144 -6.4185
S2 -0.0342 0.6212 -5.4920
O4 1.3435 0.3682 -5.0507
C5 -1.1512 0.8195 -4.0252
C6 -2.0085 -0.4180 -3.9403
C7 -1.3804 -1.6030 -4.7383
C8 -0.6927 -1.0178 -5.9587
H9 -1.7040 1.7588 -4.0393
H10 -0.4677 1.0909 -3.2207
H11 -2.4002 -0.7968 -2.9962
H12 -2.9021 -0.2627 -4.5448
H13 -2.0260 -2.4379 -5.0110
H14 -0.5892 -2.0360 -4.1263
H15 -1.4512 -0.9657 -6.7399
H16 0.2016 -1.5284 -6.3159
O5 -0.1098 1.6255 0.7343
S3 0.1956 0.3486 0.1481
O6 1.1513 0.1196 -0.8737
C9 0.7001 -0.7215 1.5712
C10 0.1642 -2.2213 1.2863
C11 -1.1212 -2.1466 0.3305
C12 -1.3887 -0.6491 -0.0256
H17 0.2531 -0.2237 2.4317
H18 1.7788 -0.7183 1.7281
H19 0.9539 -2.8390 0.8587
H20 -0.0223 -2.7299 2.2322
H21 -2.0309 -2.5663 0.7599
H22 -0.9466 -2.7740 -0.5435
H23 -2.2266 -0.1424 0.4532
H24 -1.6863 -0.4451 -1.0541
O7 3.9055 3.7837 -5.1789
S4 2.9064 3.4129 -4.2521
O8 1.4771 3.2510 -4.5774
C13 3.3900 2.1817 -3.0164
C14 3.1008 2.8088 -1.5681
C15 2.4979 4.2684 -1.7640
C16 2.9938 4.8614 -3.0819
H25 4.4698 2.1414 -2.8735
H26 2.9803 1.2571 -3.4231
H27 2.3110 2.3234 -0.9947
H28 4.0472 2.8209 -1.0276
H29 2.7554 4.8628 -0.8873
H30 1.4099 4.2314 -1.8182
H31 4.0785 4.9656 -3.0551
H32 2.4597 5.7596 -3.3917
C17 -4.2335 2.4636 -2.0204
C18 -3.3819 3.1706 -0.9537
O9 -4.2700 3.5856 0.0928
C19 -4.6463 2.6924 1.0569
O10 -4.3110 1.5201 1.0844
O11 -5.5849 3.3197 1.8422
C20 -6.2246 2.5155 2.7950
H33 -4.6924 1.6102 -1.5212
H34 -3.7704 2.1321 -2.9498
H35 -4.9348 3.2608 -2.2671
H36 -2.6843 3.9498 -1.2607
H37 -2.7710 2.3150 -0.6658
H38 -5.5747 2.2675 3.6342
H39 -6.4985 1.5964 2.2770
H40 -7.0687 3.0701 3.2049
C21 7.5136 1.9729 0.5937
N1 6.4245 0.9796 0.7514
C22 5.9080 0.3650 -0.2564
C23 4.6642 -0.5061 -0.0436
O12 6.3482 0.3478 -1.4308
H41 8.1292 2.1079 1.4830
H42 6.8376 2.8139 0.4397
H43 8.0622 1.8263 -0.3367
H44 5.8336 0.9926 1.5704
H45 3.8626 -0.0221 -0.6015
H46 4.4752 -0.5507 1.0290
H47 4.8691 -1.5539 -0.2630
C24 -5.5555 -5.3575 4.0187
N2 -4.1552 -4.9806 4.0342
C25 -3.7270 -3.7522 4.1356
C26 -2.2533 -3.4788 4.1599
O13 -4.4945 -2.7544 4.1448
H48 -5.6929 -6.0793 4.8238
H49 -5.6104 -5.7245 2.9938
H50 -6.3199 -4.5922 4.1532
H51 -3.4657 -5.6768 3.7890
H52 -1.6244 -4.2637 4.5800
H53 -2.0175 -2.5890 4.7437
H54 -1.7423 -3.3347 3.2080
C27 -0.4225 -6.0328 -0.0463
N3 -1.6607 -6.7756 -0.2236
C28 -2.2452 -7.2538 -1.3272
C29 -3.6864 -7.7981 -1.3428
O14 -1.5945 -7.3513 -2.3852
H55 -0.5749 -5.3304 -0.8658
H56 0.3171 -6.7840 -0.3232
H57 -0.0713 -5.5670 0.8744
H58 -1.9095 -6.9636 0.7371
H59 -3.4312 -8.8347 -1.5627
H60 -4.1444 -7.3674 -2.2332
H61 -4.1582 -7.6783 -0.3675

Here are the Löwdin charges for atoms 1 to 6, given in e:
1 O -0.3263
2 S 0.6984
3 O -0.3236
4 C -0.2064
5 C -0.2294
6 C -0.2179

3.
Here is a 11-piece molecular cluster, H22O11 overall from OMol25. Energies are from the ωB97M-V functional and the def2-TZVPD basis.

Summary:
Relative energy (zero: lowest compared OMol25 entry of this formula, charge and spin) (kcal/mol): 28.0
Net charge: 0
HOMO (hartree): -0.384
SMILES: O.O.O.O.O.O.O.O.O.O.O
Calculated total energy (Eh): -840.83559

Atoms and positions in Å:
O1 -2.4513 2.3397 1.6753
H1 -1.6733 2.1940 1.1883
H2 -2.0894 2.6019 2.5468
O2 -1.3303 -0.8474 -2.8098
H3 -1.0377 -0.6145 -1.9530
H4 -0.7954 -1.5663 -3.1061
O3 1.3069 2.1852 2.1937
H5 0.9256 3.0361 1.9026
H6 0.5860 1.5522 2.2857
O4 2.5191 0.5061 -0.1721
H7 2.4409 1.1890 -0.8276
H8 2.5889 0.9312 0.6908
O5 2.2670 -2.0051 -1.0851
H9 2.4251 -1.0675 -0.9360
H10 2.2847 -2.1566 -2.0464
O6 -3.2768 1.0194 -1.4384
H11 -3.7884 0.4445 -1.9707
H12 -3.0661 0.5414 -0.6003
O7 1.6251 2.0798 -2.2319
H13 2.3188 2.3881 -2.8222
H14 1.4127 2.8469 -1.6748
O8 -0.0910 -3.5314 -0.6476
H15 -0.2395 -4.0156 -1.4630
H16 0.6200 -2.9190 -0.8307
O9 -0.3898 0.2218 -0.3057
H17 0.5414 0.3336 -0.2356
H18 -0.5530 -0.5857 0.1745
O10 -0.3644 -1.9337 1.4928
H19 -1.2012 -2.0805 1.9739
H20 -0.3746 -2.6774 0.8684
O11 -0.5488 0.2358 3.3911
H21 -0.0961 -0.2443 4.0682
H22 -0.4952 -0.4015 2.7050

Here are the Löwdin charges for atoms 1 to 6, given in e:
1 O -0.0404
2 H -0.0286
3 H 0.0491
4 O -0.0350
5 H -0.0446
6 H 0.0069

4.
Here is one molecule with the formula C13H16N2O from OMol25. Energies are from the ωB97M-V functional and the def2-TZVPD basis.

Summary:
Relative energy (zero: lowest compared OMol25 entry of this formula, charge and spin) (kcal/mol): 31.4
Net charge: 0
HOMO (hartree): -0.285
SMILES: Nc1ccc2c(c1)N(C(=O)C1CC1)CCC2
Calculated total energy (Eh): -689.69884

Atoms and positions in Å:
N1 3.4072 -1.9913 -0.3958
C1 2.5355 -0.9913 0.0552
C2 2.9681 0.2937 0.4569
C3 2.0381 1.2323 0.9507
C4 0.7207 0.8933 1.1170
C5 0.2436 -0.3871 0.6835
C6 1.1893 -1.2893 0.1731
N2 -1.1275 -0.6489 0.6570
C7 -1.8218 -1.0237 -0.5096
O1 -3.0626 -1.1784 -0.4249
C8 -1.1873 -0.9361 -1.9304
C9 -1.9532 -0.1863 -2.9980
C10 -0.6057 0.3769 -2.4952
C11 -1.8270 -0.1090 1.8403
C12 -1.6616 1.3861 1.7920
C13 -0.1888 1.8455 1.8407
H1 4.3948 -1.8528 -0.1778
H2 3.0515 -2.9405 -0.6193
H3 4.0141 0.6048 0.3539
H4 2.3325 2.2255 1.2565
H5 0.8855 -2.3155 -0.0921
H6 -0.6815 -1.8485 -2.2040
H7 -2.8279 0.3868 -2.6758
H8 -2.0228 -0.6085 -4.0019
H9 0.3420 0.2886 -3.0890
H10 -0.6835 1.2555 -1.8707
H11 -1.3339 -0.5632 2.7230
H12 -2.8839 -0.3297 1.8809
H13 -2.2077 1.8924 2.5885
H14 -2.0922 1.7137 0.8302
H15 -0.1512 2.8546 1.4059
H16 0.1972 1.9504 2.8791

Here are the Löwdin charges for atoms 1 to 6, given in e:
1 N 0.0741
2 C -0.3289
3 C -0.0276
4 C -0.0483
5 C -0.1855
6 C -0.1713

Calculated frontier orbital gap in order - 9.2862, 8.5097, 10.5204, 8.6388 eV
Calculated largest force on an atom in order - 0.0537, 0.1101, 0.0434, 0.0595 hartree/bohr